Molecular formula: C33H30NO3S
Method: DFT, ωB97M-V with the def2-TZVPD basis set

Positions of all 68 atoms, in Å:
H1 6.160 2.972 -4.789
C1 -0.400 3.202 1.659
H2 -5.185 -2.450 -3.842
C2 1.917 0.106 -4.137
H3 5.233 4.244 -5.612
H4 -2.105 -3.243 8.362
C3 -3.012 -0.454 -4.169
C4 -4.341 -1.083 -2.331
C5 0.159 -4.302 6.032
H5 2.473 2.449 -1.676
H6 -0.562 4.269 1.523
C6 5.142 3.352 -4.977
C7 -0.726 0.336 -2.719
C8 -0.887 2.311 0.699
C9 -1.621 -2.181 6.546
C10 -1.485 -3.226 7.467
C11 -5.044 -1.365 -3.665
C12 -0.932 -2.243 5.330
H7 -0.166 1.304 -4.611
N1 -0.984 -1.375 4.228
H8 1.048 0.954 3.813
C13 -0.697 0.958 0.885
H9 -1.300 0.700 4.280
H10 -0.411 -5.040 7.989
C14 1.687 0.827 -2.916
C15 -0.192 -1.761 3.161
C16 -1.961 0.192 -4.857
H11 0.618 0.604 -1.015
C17 -2.996 -0.591 -2.759
C18 0.279 2.734 2.788
H12 -4.297 -1.962 -1.676
C19 0.174 -0.967 2.066
C20 -0.553 -4.258 7.239
S1 0.426 -3.382 3.386
H13 2.835 -0.703 1.568
H14 0.652 3.423 3.544
H15 -4.897 -0.316 -1.775
O1 4.415 2.306 -5.728
C21 3.512 1.746 -4.857
H16 -2.636 -0.303 4.928
H17 -1.955 -0.125 -0.969
C22 2.546 1.934 -2.641
H18 5.040 3.572 -2.791
H19 -2.264 -1.335 6.749
H20 -6.017 -0.867 -3.770
C23 -0.011 0.479 2.001
C24 -1.873 -0.226 4.144
C25 2.757 0.578 -5.108
H21 -2.053 0.342 -5.931
O2 0.994 -1.544 1.132
C26 -1.904 -0.126 -2.051
C27 -0.099 -3.330 5.062
H22 -1.405 2.660 -0.195
H23 2.377 -2.073 2.649
C28 2.367 -1.697 1.604
C29 4.379 3.571 -3.662
H24 0.887 -5.084 5.815
C30 0.545 0.510 -2.089
H25 -1.048 0.193 0.197
C31 0.507 1.372 2.957
H26 3.868 4.542 -3.702
H27 2.839 0.120 -6.091
H28 -2.352 -0.209 3.149
H29 2.832 -2.418 0.924
H30 1.363 -0.821 -4.304
O3 -4.173 -0.870 -4.746
C32 -0.910 0.674 -4.113
C33 3.424 2.398 -3.602

Values from the calculation:
Orbital gap ... 3.899 eV
Charge ... +1
Multiplicity ... 1
LUMO level ... -4.89 eV
Energy ... -53166.784 eV

Taken from the Mulliken analysis, the atomic charges in e are: 0.263 -0.713 0.273 -0.374 0.303 0.377 0.370 -0.712 -0.571 0.530 0.429 -0.388 0.707 -0.455 -0.820 -0.669 -0.352 0.427 0.581 0.151 0.503 -1.383 0.277 0.363 -0.675 0.223 -1.162 0.606 0.124 -0.599 0.337 -0.489 -0.506 -0.187 0.266 0.433 0.271 -0.482 0.221 0.392 1.265 -0.431 0.341 0.336 0.296 0.716 -0.968 -0.924 0.461 -0.593 -0.233 0.788 0.432 0.452 -0.877 -0.655 0.372 0.221 0.829 -0.169 0.245 0.453 0.285 0.246 0.607 -0.475 -0.445 0.534